A 13-piece molecular cluster, C74H176N2O35 overall at a distorted geometry, computed with wB97M-V/def2-TZVPD.

Relative energy (zero: lowest compared OMol25 entry of this formula, charge and spin) ... 6.9474 eV
Frontier orbital gap ... 8.849 eV
DFT total energy ... -5666.77265 Ha

Cartesian coordinates (Å):
C (1.602, 18.559, -6.687)
O (0.736, 19.504, -7.350)
C (0.639, 19.051, -8.690)
C (0.346, 20.190, -9.822)
O (1.422, 21.130, -9.801)
C (1.581, 21.987, -8.583)
C (2.360, 23.268, -8.981)
O (1.425, 24.104, -9.698)
C (2.075, 25.062, -10.576)
H (2.641, 18.621, -7.012)
H (1.317, 17.507, -6.667)
H (1.606, 18.761, -5.616)
H (-0.047, 18.211, -8.794)
H (1.534, 18.642, -9.160)
H (-0.671, 20.582, -9.813)
H (0.404, 19.721, -10.804)
H (1.982, 21.519, -7.684)
H (0.580, 22.274, -8.262)
H (3.200, 22.969, -9.608)
H (2.877, 23.779, -8.169)
H (2.599, 24.513, -11.359)
H (2.842, 25.691, -10.125)
H (1.307, 25.645, -11.084)
C (15.036, -10.882, 4.020)
O (15.158, -9.434, 3.784)
C (14.193, -8.692, 4.490)
C (12.894, -8.443, 3.554)
O (13.058, -7.737, 2.315)
C (13.347, -6.286, 2.424)
C (13.003, -5.520, 1.071)
O (11.883, -4.595, 1.005)
C (11.941, -3.443, 1.805)
H (14.312, -11.386, 3.379)
H (14.824, -11.165, 5.051)
H (16.043, -11.274, 3.875)
H (14.645, -7.780, 4.878)
H (13.970, -9.261, 5.392)
H (12.172, -7.862, 4.128)
H (12.305, -9.348, 3.400)
H (14.382, -6.082, 2.698)
H (12.827, -5.749, 3.218)
H (12.874, -6.227, 0.252)
H (13.923, -5.031, 0.750)
H (11.906, -3.543, 2.890)
H (11.134, -2.762, 1.535)
H (12.905, -3.058, 1.470)
C (4.128, 18.560, 3.136)
O (2.799, 18.131, 2.880)
C (2.225, 18.082, 1.551)
C (1.891, 19.409, 0.924)
O (0.887, 19.932, 1.762)
C (0.545, 21.325, 1.491)
C (-0.626, 21.783, 2.344)
O (-1.159, 22.920, 1.765)
C (-2.035, 23.651, 2.651)
H (4.815, 17.891, 2.618)
H (4.441, 18.593, 4.180)
H (4.288, 19.582, 2.793)
H (1.303, 17.517, 1.688)
H (2.914, 17.561, 0.885)
H (1.468, 19.392, -0.080)
H (2.696, 20.117, 0.728)
H (0.268, 21.344, 0.437)
H (1.321, 22.027, 1.796)
H (-0.333, 21.865, 3.391)
H (-1.361, 20.978, 2.358)
H (-2.818, 22.937, 2.907)
H (-2.490, 24.369, 1.969)
H (-1.566, 24.197, 3.469)
C (3.608, 0.669, -5.034)
O (4.338, 0.186, -3.960)
C (5.343, -0.858, -4.197)
C (4.802, -2.144, -3.523)
O (5.659, -3.212, -3.773)
C (5.335, -4.113, -4.749)
C (6.454, -5.018, -5.223)
O (7.586, -4.374, -5.852)
C (8.210, -3.542, -4.908)
H (4.344, 1.056, -5.739)
H (2.886, 1.396, -4.663)
H (3.013, -0.117, -5.500)
H (6.206, -0.469, -3.656)
H (5.565, -1.023, -5.252)
H (3.750, -2.424, -3.579)
H (4.908, -1.942, -2.457)
H (5.030, -3.518, -5.609)
H (4.408, -4.667, -4.598)
H (6.109, -5.591, -6.084)
H (6.754, -5.786, -4.510)
H (9.229, -3.304, -5.214)
H (8.266, -3.871, -3.871)
H (7.579, -2.656, -4.975)
C (3.926, 10.966, -2.549)
O (5.229, 11.484, -2.145)
C (6.158, 11.456, -3.179)
C (6.885, 10.146, -3.490)
O (6.054, 9.104, -3.802)
C (6.667, 7.804, -3.942)
C (6.571, 7.084, -2.577)
O (7.012, 5.754, -2.771)
C (7.028, 5.077, -1.481)
H (4.029, 9.944, -2.913)
H (3.325, 11.568, -3.231)
H (3.445, 10.830, -1.580)
H (6.968, 11.950, -2.642)
H (5.751, 12.083, -3.973)
H (7.535, 9.912, -2.647)
H (7.548, 10.209, -4.353)
H (7.692, 7.840, -4.310)
H (6.068, 7.166, -4.592)
H (5.528, 7.051, -2.262)
H (7.221, 7.627, -1.890)
H (7.347, 5.657, -0.615)
H (7.723, 4.238, -1.469)
H (6.059, 4.689, -1.168)
C (6.164, 11.498, -16.048)
O (5.748, 11.687, -14.708)
C (4.888, 10.763, -14.137)
C (4.575, 11.157, -12.655)
O (5.537, 10.576, -11.770)
C (5.640, 11.084, -10.473)
C (6.235, 12.491, -10.472)
O (5.190, 13.347, -10.843)
C (5.460, 14.703, -10.842)
H (6.454, 10.478, -16.301)
H (7.032, 12.156, -16.019)
H (5.470, 11.881, -16.796)
H (5.284, 9.756, -14.268)
H (3.989, 10.881, -14.743)
H (3.575, 10.858, -12.341)
H (4.528, 12.239, -12.779)
H (6.340, 10.408, -9.982)
H (4.630, 11.044, -10.065)
H (7.010, 12.593, -11.231)
H (6.531, 12.675, -9.439)
H (4.572, 15.269, -11.125)
H (6.235, 15.114, -11.490)
H (5.798, 14.940, -9.833)
C (-1.943, 10.907, -8.350)
O (-2.051, 9.457, -8.012)
C (-1.012, 9.155, -7.052)
C (-1.259, 7.748, -6.462)
O (-2.506, 7.752, -5.743)
C (-3.465, 6.762, -6.319)
C (-3.189, 5.320, -5.745)
O (-4.208, 4.676, -5.001)
C (-4.780, 5.265, -3.791)
H (-2.892, 11.144, -8.831)
H (-1.204, 11.187, -9.102)
H (-1.841, 11.638, -7.548)
H (-0.913, 9.880, -6.244)
H (-0.039, 9.185, -7.542)
H (-0.410, 7.519, -5.818)
H (-1.234, 6.969, -7.224)
H (-3.407, 6.758, -7.408)
H (-4.448, 6.974, -5.899)
H (-2.206, 5.261, -5.278)
H (-3.031, 4.630, -6.574)
H (-5.366, 6.148, -4.045)
H (-4.034, 5.601, -3.071)
H (-5.463, 4.467, -3.498)
C (13.408, 10.504, -3.634)
O (12.299, 10.118, -2.804)
C (12.500, 10.390, -1.392)
C (12.392, 11.912, -1.252)
O (11.848, 12.385, 0.064)
C (12.649, 11.791, 1.213)
C (13.155, 12.875, 2.228)
O (13.925, 13.943, 1.591)
C (14.567, 14.794, 2.462)
H (13.196, 10.338, -4.690)
H (14.258, 9.930, -3.267)
H (13.670, 11.550, -3.473)
H (13.318, 9.800, -0.979)
H (11.640, 9.975, -0.866)
H (12.059, 12.517, -2.096)
H (13.414, 12.232, -1.049)
H (13.536, 11.298, 0.816)
H (11.978, 11.140, 1.774)
H (13.705, 12.462, 3.074)
H (12.280, 13.241, 2.765)
H (14.882, 14.191, 3.314)
H (13.875, 15.532, 2.866)
H (15.344, 15.345, 1.932)
C (10.906, 18.033, -2.864)
O (10.871, 18.875, -4.079)
C (9.717, 18.567, -4.886)
C (10.044, 17.966, -6.201)
O (10.802, 16.713, -6.161)
C (11.220, 16.157, -7.386)
C (11.856, 17.037, -8.451)
O (11.097, 18.142, -8.938)
C (11.832, 18.811, -9.968)
H (10.357, 18.470, -2.030)
H (11.943, 17.811, -2.610)
H (10.487, 17.065, -3.137)
H (9.194, 19.504, -5.081)
H (9.060, 17.858, -4.383)
H (10.707, 18.775, -6.509)
H (9.120, 18.084, -6.767)
H (10.289, 15.861, -7.869)
H (11.724, 15.195, -7.297)
H (12.212, 16.377, -9.242)
H (12.818, 17.284, -8.001)
H (11.127, 19.268, -10.663)
H (12.285, 18.159, -10.715)
H (12.569, 19.423, -9.449)
C (8.992, -0.897, -10.408)
O (10.016, -0.131, -9.762)
C (10.069, -0.326, -8.389)
C (11.040, 0.687, -7.638)
O (10.544, 2.001, -7.660)
C (11.325, 3.098, -7.200)
C (11.909, 2.817, -5.742)
O (12.984, 1.982, -5.666)
C (13.377, 1.645, -4.280)
H (9.228, -1.955, -10.296)
H (8.959, -0.876, -11.497)
H (7.964, -0.698, -10.105)
H (10.451, -1.341, -8.277)
H (9.058, -0.280, -7.986)
H (11.996, 0.681, -8.161)
H (11.123, 0.273, -6.633)
H (10.600, 3.902, -7.076)
H (12.103, 3.271, -7.944)
H (11.104, 2.294, -5.226)
H (12.162, 3.789, -5.319)
H (13.365, 2.489, -3.591)
H (14.429, 1.359, -4.284)
H (12.771, 0.803, -3.945)
C (3.387, -1.034, 3.290)
O (2.993, -0.398, 4.528)
C (1.688, -0.743, 4.956)
C (0.547, 0.009, 4.252)
O (0.982, 1.388, 4.363)
C (0.144, 2.474, 3.922)
C (0.046, 2.545, 2.375)
O (1.164, 3.194, 1.799)
C (0.851, 4.180, 0.797)
H (4.460, -1.210, 3.203)
H (3.250, -0.333, 2.466)
H (2.762, -1.880, 3.006)
H (1.587, -0.513, 6.017)
H (1.651, -1.822, 4.809)
H (-0.300, -0.200, 4.906)
H (0.435, -0.200, 3.189)
H (0.550, 3.385, 4.361)
H (-0.828, 2.205, 4.336)
H (-0.790, 3.197, 2.122)
H (-0.168, 1.618, 1.842)
H (0.503, 5.062, 1.335)
H (0.056, 3.868, 0.120)
H (1.685, 4.444, 0.147)
C (5.051, 6.476, 5.388)
C (4.794, 6.578, 3.812)
C (5.699, 7.713, 3.278)
O (5.260, 9.022, 3.784)
C (5.252, 10.097, 2.954)
N (4.911, 5.276, 3.203)
H (6.134, 6.494, 5.504)
H (4.520, 5.635, 5.835)
H (4.676, 7.361, 5.902)
H (3.820, 6.968, 3.516)
H (5.666, 7.551, 2.201)
H (6.772, 7.548, 3.371)
H (6.243, 10.408, 2.622)
H (5.009, 10.924, 3.621)
H (4.367, 10.162, 2.321)
H (4.181, 4.769, 3.683)
H (4.550, 5.268, 2.260)
C (12.410, 5.215, 2.617)
C (12.199, 3.827, 3.243)
C (13.491, 3.342, 3.852)
O (14.203, 2.503, 2.896)
C (15.159, 1.650, 3.422)
N (11.012, 3.965, 4.101)
H (13.361, 5.676, 2.882)
H (11.626, 5.948, 2.810)
H (12.422, 5.045, 1.540)
H (11.938, 3.065, 2.509)
H (13.109, 2.719, 4.661)
H (14.084, 4.116, 4.340)
H (15.488, 1.009, 2.604)
H (14.882, 1.082, 4.310)
H (15.954, 2.307, 3.776)
H (10.152, 4.287, 3.680)
H (10.941, 3.418, 4.948)